# 1
Formula: C5H11NP
Source: the OMol25 dataset
Level of theory: ωB97M-V/def2-TZVPD

The calculation puts the HOMO-LUMO gap at 11.8 eV. The net charge is +1.

Geometry (Å):
P -0.2334 -0.1522 0.0353
N 3.0033 1.8585 0.2845
C 0.3632 -1.3043 1.3345
C -1.3960 -0.9836 -1.0495
C -0.9062 1.2659 0.8184
C 2.3070 1.2143 -0.3476
C 1.3308 0.5769 -1.1542
H -1.7815 -1.8336 -0.4496
H 0.9192 1.4540 -1.8046
H -0.8392 -1.3295 -2.0016
H 0.7948 -2.0066 0.6353
H 1.2154 -0.8063 1.9067
H 1.7713 -0.2394 -1.8744
H -1.8274 0.8451 1.4908
H -2.3537 -0.4855 -1.2592
H -0.4343 -1.7983 1.8798
H -1.5894 1.8323 0.0924
H -0.3439 1.8921 1.4630


# 2
Formula: C5H11NS2
Source: the OMol25 dataset
Level of theory: ωB97M-V/def2-TZVPD

The calculation puts the HOMO-LUMO gap at 9.2 eV. The SMILES is S[C@H]1CNCCSC1.

Geometry (Å):
S 2.4579 0.1378 -0.6852
S -1.0270 -1.6095 -0.3067
N -0.7299 1.9310 0.1561
C 1.3519 0.1554 0.7905
C -2.2161 -0.0519 -0.1509
C 0.0578 0.8853 0.8413
C -1.8347 1.2270 -0.5724
C 0.5447 -1.2356 0.8212
H -2.5346 -0.1092 0.9185
H -2.8528 1.8174 -0.5539
H -1.3025 2.6392 0.8691
H 3.0797 1.5325 -0.2833
H -0.5469 0.5803 1.6800
H 2.1518 0.0588 1.6917
H -0.3142 0.3156 0.0166
H 0.2908 -1.4372 1.8453
H 1.1972 -2.0063 0.4322
H -1.3006 1.3284 -1.5936
H -3.0733 -0.5701 -0.6246


# 3
Formula: C5H11O
Source: the OMol25 dataset
Level of theory: ωB97M-V/def2-TZVPD

The calculation puts the HOMO-LUMO gap at 6.2 eV. The net charge is -1. The SMILES is CC(C)CC[O-].

Geometry (Å):
O -1.6572 0.5092 2.1752
C 0.5244 1.3004 -1.2892
C -0.1796 0.2324 -0.4526
C -0.1554 -1.1015 -1.2003
C 0.4244 0.1125 0.9425
C -0.6523 -0.3288 1.9948
H 0.3248 2.2827 -0.8572
H 1.6004 1.1489 -1.2772
H 0.0285 -1.9166 -0.4905
H -1.2044 0.5852 -0.3125
H -1.0734 -1.4345 -1.6990
H 0.6326 -1.1807 -1.9481
H -0.0297 -0.5487 2.9193
H 1.2353 -0.6354 0.9576
H 0.1376 1.2836 -2.3136
H -0.8952 -1.3606 1.6435
H 0.9391 1.0519 1.2074


# 4
Formula: C5H11O
Source: the OMol25 dataset
Level of theory: ωB97M-V/def2-TZVPD

The calculation puts the HOMO-LUMO gap at 6.7 eV. The net charge is -1.

Geometry (Å):
O 0.1144 0.5598 -0.4399
C 1.8511 -0.9433 1.3650
C -2.2702 -0.4731 -2.1105
C 2.1302 0.4814 0.8781
C -3.3098 -0.3811 -1.2859
C 0.7968 1.1918 0.5431
H -1.2620 -0.2742 -1.7511
H 2.6926 0.4262 -0.0590
H -2.4684 -0.6407 -3.1650
H 1.0428 -1.3100 0.7282
H 2.7042 1.0475 1.6254
H -4.3228 -0.4398 -1.6698
H 1.4969 -0.9211 2.4033
H 2.7168 -1.6110 1.3517
H -3.1612 -0.2037 -0.2295
H 1.0434 2.2576 0.3157
H 0.2052 1.2337 1.5003


# 5
Formula: C5H11O
Source: the OMol25 dataset
Level of theory: ωB97M-V/def2-TZVPD

The calculation puts the HOMO-LUMO gap at 13.6 eV. The net charge is +1.

Geometry (Å):
O 0.2475 0.6770 -0.5332
C 1.3002 0.7736 0.4471
C -0.7152 -0.5081 -0.5660
C -1.1570 0.8654 -0.1045
C 1.1057 0.1725 1.7505
C -0.8944 -0.9607 -1.9629
H 0.0551 0.2772 1.9555
H -1.4073 -0.0750 -2.5509
H -1.7142 1.5017 -0.8070
H -1.6286 -1.7956 -1.7086
H -1.2333 1.1736 0.9496
H -0.0209 -1.2908 -2.4491
H 1.5410 0.8173 2.4727
H 1.4409 -0.8364 1.9938
H -0.5865 -1.2326 0.1983
H 1.5556 1.7839 0.5401
H 2.2028 0.1776 -0.1695


# 6
Formula: C5H11O2
Source: the OMol25 dataset
Level of theory: ωB97M-V/def2-TZVPD

The calculation puts the HOMO-LUMO gap at 7.3 eV. The net charge is -1.

Geometry (Å):
O 1.8482 -1.2502 0.9380
O 2.8117 -0.4743 -0.9677
C 1.0199 1.7830 0.1531
C 1.9108 -0.5578 -0.0992
C 0.6467 0.3756 -0.3439
C -3.1747 -0.5046 0.7608
C -3.6322 0.0367 -0.6036
H -0.1410 -0.0420 0.2809
H -2.1350 -0.8034 0.7612
H -4.3850 0.8139 -0.4625
H 2.0728 1.8332 0.4385
H 0.4917 1.9875 1.0955
H -4.0342 -0.7650 -1.2233
H 0.8196 2.5655 -0.5686
H -3.8195 -1.3335 1.0787
H -3.2537 0.3137 1.4883
H -2.7949 0.4389 -1.1732
H 0.3358 0.3702 -1.3926


no.,energy (eV)
1,-16134.211
2,-28517.671
3,-7410.290
4,-7409.564
5,-7400.855
6,-9459.584